# C5H6

C5H6 in the gas phase in a non-equilibrium geometry (ωB97M-V/def2-TZVPD, the OMol25 dataset).

```
11
Properties=species:S:1:pos:R:3:forces:R:3:lowdin_charge:R:1
C -0.546042 0.290104 -1.116822 2.0 1.9 2.4 -0.37
C -1.202548 -0.075854 -2.104873 -1.0 -0.7 -1.6 0.26
C -0.234445 1.345547 -0.010235 -3.1 2.2 -0.7 -0.09
C 0.546951 0.150385 -0.057862 -0.9 -3.0 -0.2 -0.29
C 0.322798 -1.132092 0.769363 1.2 -0.6 -1.0 -0.04
H 0.063124 2.355524 -0.322141 0.5 -0.7 0.1 0.11
H -1.128395 1.426323 0.594714 0.2 -0.2 0.6 0.10
H 1.452445 0.320339 -0.546864 1.8 -0.3 -0.3 0.12
H -0.405785 -1.162471 1.528408 -0.9 0.9 1.1 0.06
H 1.196770 -1.642243 1.180435 0.3 0.6 0.0 0.07
H -0.064875 -1.875562 0.085877 0.0 -0.2 -0.5 0.07
```
Positions in Å, forces in eV/Å.

**Total energy**: -193.8229 Ha
**LUMO energy (spin up / spin down)**: 1.15 / -2.18 eV
**M**: 66.1 g mol⁻¹
**Frontier orbital gap (spin up / spin down)**: 8.11 / 7.66 eV
**Relative energy (zero: lowest compared OMol25 entry of this formula, charge and spin)**: 1.623 eV
**<S²>**: 2.04
**2S+1**: 3